Record 1
Formula: C5H8O3
Source: the Open Molecules 2025 dataset
Level of theory: ωB97M-V/def2-TZVPD

Positions of all 16 atoms, in Å:
C  1.921  0.103  -0.226
C  1.239  1.187  0.091
O  -0.197  1.188  0.621
C  -1.156  1.086  -0.418
O  -1.892  -0.030  0.018
C  -1.172  -1.126  -0.287
C  0.100  -1.190  0.627
O  1.438  -1.097  -0.262
H  2.989  0.041  -0.666
H  1.537  2.200  -0.201
H  -0.566  0.650  -1.197
H  -1.709  2.134  -0.670
H  -0.837  -1.394  -1.298
H  -1.940  -1.924  -0.061
H  -0.004  -2.142  0.994
H  0.140  -0.418  1.359

Computed properties:
LUMO energy = 1.0 eV
SMILES = C1=C\OCOCCO/1
energy = -420.8649 Eh
E_HOMO = -8.9496 eV
energy above the lowest of the compared OMol25 structures with the same formula, charge and spin = 119.9 kcal/mol

---

Record 2
Formula: C26H30ClN7NaO5S
Source: the Open Molecules 2025 dataset
Level of theory: ωB97M-V/def2-TZVPD

Positions of all 71 atoms, in Å:
Na  -1.883  0.985  1.259
C  -0.285  3.150  3.404
O  -1.625  3.096  4.073
C  -2.710  2.941  3.429
O  -2.923  2.750  2.240
N  -3.782  2.846  4.329
N  -4.966  2.379  3.776
H  0.297  2.153  3.439
H  0.372  3.864  3.970
H  -0.390  3.319  2.393
H  -3.519  2.792  5.352
H  -5.786  2.612  4.235
H  -4.908  2.618  2.769
C  -4.394  -2.653  2.122
C  -3.392  -1.673  1.590
N  -3.346  -0.527  2.161
O  -4.307  -0.389  3.052
C  -2.515  -1.977  0.495
C  -2.416  -3.329  -0.212
N  -1.935  -0.974  -0.140
O  -1.500  -1.163  -1.300
H  -5.485  -2.231  2.132
H  -4.179  -2.990  3.151
H  -4.506  -3.444  1.374
H  -4.292  0.643  3.180
H  -1.366  -3.575  -0.381
H  -3.030  -3.308  -1.141
H  -2.822  -4.160  0.352
N  0.211  6.373  -2.999
C  -0.045  5.155  -3.581
O  0.258  4.946  -4.762
C  -0.718  4.228  -2.623
C  -1.170  2.977  -3.001
C  -1.615  2.032  -2.044
N  -1.686  2.363  -0.705
C  -1.449  3.637  -0.332
C  -0.870  4.521  -1.247
H  0.493  7.116  -3.612
H  -0.456  6.612  -2.296
H  -0.861  2.676  -4.055
H  -1.850  0.951  -2.223
H  -1.814  3.798  0.651
H  -0.347  5.356  -0.782
Cl  6.072  -7.097  -4.683
C  5.122  -5.868  -3.993
C  4.792  -5.922  -2.631
C  4.112  -4.867  -2.043
C  3.591  -3.860  -2.905
C  2.810  -2.909  -2.297
C  3.930  -3.878  -4.302
C  4.747  -4.788  -4.873
H  5.297  -6.601  -2.039
H  3.885  -4.774  -0.930
H  2.295  -2.154  -2.951
H  2.774  -2.769  -1.232
H  3.679  -3.006  -4.903
H  5.121  -4.725  -5.914
S  2.396  -1.223  3.688
C  0.749  -0.648  3.386
N  0.562  0.122  2.332
C  1.758  0.054  1.601
C  1.858  0.583  0.277
C  3.042  0.452  -0.412
C  4.120  -0.275  0.169
C  3.989  -0.992  1.347
C  2.820  -0.714  2.116
H  -0.041  -0.875  4.028
H  0.992  1.117  -0.113
H  3.200  0.937  -1.425
H  5.066  -0.184  -0.420
H  4.775  -1.628  1.629

Computed properties:
LUMO energy (alpha / beta) = 1.0 / 1.0 eV
energy = -2788.7449 Eh
charge = -1
E_HOMO (alpha / beta) = -1.1027 / -1.1021 eV
energy above the lowest of the compared OMol25 structures with the same formula, charge and spin = 81.4 kcal/mol

---

Record 3
Formula: C34H28F4MoN5O2PSe2
Source: the Open Molecules 2025 dataset
Level of theory: ωB97M-V/def2-TZVPD

Positions of all 77 atoms, in Å:
Mo  -0.771  -0.026  -0.145
C  -4.026  -0.111  -0.219
N  -2.855  -0.967  0.092
C  -3.032  -2.228  -0.670
C  -2.860  -1.255  1.549
C  -2.336  -0.072  2.331
N  -1.081  0.442  1.721
C  -0.291  1.245  2.593
C  0.218  2.477  2.179
F  -0.067  2.947  0.960
C  0.993  3.267  3.005
F  1.433  4.429  2.532
C  1.300  2.871  4.288
C  0.817  1.653  4.715
F  1.102  1.213  5.934
C  0.049  0.847  3.893
F  -0.306  -0.350  4.366
H  -4.942  -0.658  0.012
H  -4.030  0.150  -1.275
H  -4.007  0.796  0.377
H  -3.997  -2.679  -0.424
H  -2.247  -2.937  -0.426
H  -3.006  -2.012  -1.737
H  -2.225  -2.120  1.725
H  -3.873  -1.503  1.878
H  -2.155  -0.403  3.346
H  -3.054  0.752  2.390
H  1.901  3.493  4.938
O  -4.407  3.987  -4.970
N  -3.427  3.473  -5.475
O  -3.035  3.645  -6.605
C  -2.661  2.515  -4.636
C  -2.021  1.531  -5.293
C  -1.326  0.513  -4.568
C  -0.655  -0.544  -5.206
C  -0.011  -1.477  -4.439
C  -0.053  -1.362  -3.046
N  -0.692  -0.384  -2.417
C  -1.311  0.557  -3.174
C  -1.946  1.645  -2.489
N  -1.828  1.658  -1.134
C  -2.400  2.648  -0.460
C  -3.091  3.680  -1.084
C  -3.212  3.686  -2.450
C  -2.641  2.635  -3.198
H  -2.046  1.506  -6.374
H  -0.651  -0.605  -6.288
H  0.527  -2.303  -4.881
H  0.444  -2.087  -2.420
H  -2.301  2.626  0.614
H  -3.518  4.471  -0.483
H  -3.742  4.481  -2.948
Se  1.731  0.703  -0.304
P  2.144  -1.251  0.565
Se  0.273  -2.366  0.211
C  2.482  -1.132  2.321
C  2.016  -2.088  3.219
C  2.417  -2.035  4.546
C  3.278  -1.034  4.971
C  3.745  -0.080  4.073
C  3.352  -0.126  2.747
C  3.530  -2.069  -0.216
C  4.262  -1.443  -1.220
C  5.358  -2.093  -1.771
C  5.709  -3.359  -1.328
C  4.973  -3.984  -0.326
C  3.886  -3.342  0.237
H  1.340  -2.867  2.890
H  2.055  -2.775  5.247
H  3.587  -0.995  6.008
H  4.423  0.695  4.407
H  3.723  0.616  2.049
H  3.987  -0.457  -1.571
H  5.937  -1.606  -2.545
H  6.563  -3.863  -1.760
H  5.255  -4.970  0.019
H  3.327  -3.828  1.028

Computed properties:
LUMO energy (alpha / beta) = -7.1 / -7.0 eV
energy = -7348.0970 Eh
multiplicity = 3
charge = +2
E_HOMO (alpha / beta) = -13.9052 / -14.0410 eV
expectation value of S² = 2.091